C2H2Br2S2 in the gas phase at a distorted geometry. Source: the OMol25 dataset; level of theory: ωB97M-V/def2-TZVPD.

CARTESIAN COORDINATES (ANGSTROEM)
C: -0.146 -1.171 0.193
C: 0.026 1.092 -0.461
S: 0.290 -0.436 1.770
S: 1.196 1.156 0.848
Br: 0.894 -2.232 -0.992
Br: -1.512 2.007 -0.353
H: -1.242 -1.534 0.394
H: 0.494 1.118 -1.400

Atomic forces in eV per Å
C -2.6 1.3 0.4
C 0.8 -2.6 0.8
S 0.6 -0.5 -0.1
S 0.6 0.2 0.6
Br -0.1 0.3 0.6
Br -1.8 1.0 0.1
H 2.1 0.4 -1.2
H 0.3 -0.1 -1.3

Values from the calculation:
calculated total energy = -6021.677871 Eh
HOMO level (spin up / spin down) = -8.36 / -8.36 eV
ΔE to the lowest compared entry with this formula, charge and spin = 3.080 eV
Kohn-Sham gap (spin up / spin down) = 7.20 / 7.20 eV